{"formula": "C5H10O", "method": "wB97M-V/def2-TZVPD", "species": ["C", "C", "C", "C", "C", "O", "H", "H", "H", "H", "H", "H", "H", "H", "H", "H"], "positions_angstrom": [[-2.399, 0.420, -0.149], [-1.179, -0.481, 0.015], [0.116, 0.312, 0.128], [1.306, -0.589, 0.295], [3.187, 0.069, -0.542], [2.446, 0.313, 0.491], [-3.319, -0.169, -0.224], [-2.505, 1.099, 0.706], [-2.319, 1.033, -1.055], [-1.299, -1.107, 0.910], [-1.113, -1.171, -0.839], [0.263, 0.934, -0.770], [0.078, 0.994, 0.986], [1.450, -1.219, -0.610], [1.283, -1.216, 1.181], [4.006, 0.777, -0.524]], "e_lumo_ev": 0.91, "de_lowest_kcal_mol": 80.3, "e_tot_ev": -7391.282}

{"formula": "C10H21FNO8S2", "method": "wB97M-V/def2-TZVPD", "species": ["C", "C", "C", "C", "C", "N", "C", "C", "C", "C", "S", "O", "O", "O", "S", "O", "O", "F", "H", "H", "H", "H", "H", "H", "H", "H", "H", "H", "H", "H", "H", "H", "H", "H", "H", "H", "H", "H", "C", "O", "O", "O", "H"], "positions_angstrom": [[-1.595, -1.077, -3.582], [-1.165, -0.064, -2.501], [0.315, 0.384, -2.589], [1.260, -0.317, -1.611], [0.978, -1.812, -1.584], [1.201, 0.319, -0.248], [1.647, -0.554, 0.870], [0.503, -1.302, 1.602], [-0.925, -0.934, 1.187], [-1.883, -1.002, 2.412], [-3.422, -1.794, 2.026], [-4.420, -1.436, 2.968], [-3.714, -1.575, 0.647], [-3.109, -3.345, 2.258], [2.144, 1.691, -0.200], [2.155, 2.328, -1.457], [1.849, 2.390, 0.976], [3.572, 1.081, -0.029], [-2.489, -0.744, -4.100], [-0.813, -1.258, -4.315], [-1.854, -2.027, -3.116], [-1.404, -0.451, -1.517], [-1.763, 0.832, -2.645], [0.340, 1.456, -2.448], [0.662, 0.158, -3.595], [2.275, -0.213, -2.002], [0.921, -2.148, -2.615], [0.036, -2.065, -1.108], [1.766, -2.379, -1.095], [2.112, 0.088, 1.611], [2.431, -1.238, 0.556], [0.653, -1.156, 2.668], [0.645, -2.371, 1.436], [-0.993, 0.073, 0.799], [-1.292, -1.660, 0.473], [-2.161, 0.004, 2.712], [-1.425, -1.477, 3.273], [-2.542, -3.628, 1.519], [2.115, 5.858, 2.580], [2.992, 5.564, 1.737], [1.071, 4.890, 2.676], [2.012, 6.826, 3.335], [1.364, 4.251, 2.020]], "e_lumo_ev": 1.52, "e_tot_ev": -52969.659, "charge": -1}

{"formula": "C4H11F3N2P2", "method": "wB97M-V/def2-TZVPD", "species": ["C", "P", "F", "N", "P", "C", "F", "F", "N", "C", "C", "H", "H", "H", "H", "H", "H", "H", "H", "H", "H", "H"], "positions_angstrom": [[0.337, 1.407, 1.975], [-0.002, 0.934, 0.400], [-0.628, 2.141, -0.480], [-1.225, -0.198, 0.230], [-2.726, -0.089, -0.040], [-3.896, -1.448, 0.590], [-3.083, 0.002, -1.608], [-3.586, 1.194, 0.320], [1.159, 0.458, -0.757], [0.710, 0.287, -2.110], [2.613, 0.398, -0.630], [1.025, 2.276, 2.014], [0.189, 0.826, 2.870], [-3.745, -1.427, 1.661], [-4.866, -1.408, 0.172], [-3.402, -2.475, 0.312], [1.212, 0.995, -2.836], [0.925, -0.770, -2.305], [-0.325, 0.443, -2.111], [2.948, -0.590, -1.078], [3.131, 1.115, -1.192], [2.954, 0.227, 0.431]], "e_lumo_ev": 0.65, "de_lowest_kcal_mol": 7.9, "e_tot_ev": -34038.791, "smiles": "C=[P@](F)(N=P(C)(F)F)N(C)C"}

{"formula": "C16H16BiN3O5", "method": "wB97M-V/def2-TZVPD", "species": ["Bi", "O", "C", "C", "C", "C", "C", "C", "C", "O", "N", "O", "O", "H", "H", "H", "H", "O", "C", "C", "C", "C", "C", "C", "C", "C", "N", "H", "H", "H", "H", "H", "H", "H", "H", "H", "H", "H", "N", "C", "H"], "positions_angstrom": [[-0.435, -0.025, -0.766], [1.773, 0.027, -0.474], [2.490, 1.069, -0.347], [2.103, 2.416, -0.297], [3.149, 3.376, -0.354], [2.855, 4.701, -0.367], [1.528, 5.154, -0.295], [0.499, 4.253, -0.192], [0.744, 2.868, -0.196], [-0.276, 2.054, -0.050], [3.955, 5.686, -0.461], [5.081, 5.239, -0.511], [3.636, 6.853, -0.472], [3.565, 0.870, -0.285], [4.185, 3.065, -0.410], [1.336, 6.218, -0.320], [-0.528, 4.581, -0.120], [-2.860, -0.058, -0.241], [-3.531, -1.298, -0.612], [-3.592, -2.323, 0.511], [-2.248, -2.573, 1.211], [-1.172, -3.175, 0.347], [-1.092, -4.557, 0.223], [-0.101, -5.135, -0.551], [0.805, -4.312, -1.207], [0.669, -2.951, -1.069], [-0.290, -2.385, -0.308], [-3.342, 0.393, 0.466], [-2.970, -1.683, -1.467], [-4.537, -1.062, -0.957], [-3.977, -3.253, 0.089], [-4.308, -1.991, 1.267], [-2.428, -3.243, 2.052], [-1.895, -1.639, 1.625], [-1.808, -5.176, 0.747], [-0.032, -6.210, -0.641], [1.598, -4.721, -1.816], [1.353, -2.272, -1.568], [0.058, 0.429, 2.640], [-0.279, 0.103, 1.595], [0.322, 0.687, 3.578]], "e_lumo_ev": -7.31, "de_lowest_kcal_mol": 10.0, "e_tot_ev": -37379.933, "charge": 2}

{"formula": "C27H28MnN4O5S", "method": "wB97M-V/def2-TZVPD", "species": ["Mn", "C", "C", "C", "C", "N", "C", "C", "C", "C", "C", "C", "N", "H", "H", "H", "H", "H", "H", "H", "H", "O", "C", "C", "C", "C", "C", "C", "C", "C", "N", "H", "H", "H", "H", "H", "H", "H", "H", "H", "H", "H", "C", "C", "C", "C", "C", "C", "C", "S", "O", "O", "N", "C", "C", "O", "O", "H", "H", "H", "H", "H", "H", "H", "H", "H"], "positions_angstrom": [[0.362, 1.275, 0.972], [-4.138, -0.149, 0.021], [-3.780, -0.890, -1.023], [-2.334, -1.183, -1.274], [-1.428, -0.162, -0.585], [-1.891, 0.576, 0.578], [-3.122, 0.513, 0.865], [0.107, 1.131, -2.260], [0.501, 1.270, -3.585], [1.755, 1.779, -3.870], [2.588, 2.129, -2.820], [2.130, 1.949, -1.528], [0.918, 1.462, -1.255], [-5.178, 0.007, 0.275], [-4.524, -1.372, -1.648], [-2.137, -2.224, -1.006], [-3.453, 1.037, 1.758], [-0.174, 0.981, -4.381], [2.078, 1.897, -4.896], [3.577, 2.530, -2.991], [2.746, 2.184, -0.670], [-0.898, 3.311, -0.419], [-1.980, 3.888, -1.107], [-2.938, 2.786, -1.512], [-2.377, 1.643, -2.375], [-1.280, 0.608, -1.946], [-1.685, -0.769, -2.625], [-0.557, -1.697, -2.960], [0.397, -2.074, -2.110], [0.562, -1.547, -0.747], [-0.176, -0.729, -0.116], [-0.564, 3.841, 0.327], [-1.628, 4.432, -1.994], [-2.511, 4.603, -0.473], [-3.723, 3.238, -2.126], [-3.438, 2.411, -0.623], [-1.969, 2.107, -3.279], [-3.247, 1.075, -2.713], [-2.359, -0.663, -3.474], [-0.545, -2.113, -3.961], [1.156, -2.772, -2.437], [1.468, -1.841, -0.218], [1.909, -5.807, 2.440], [2.034, -4.308, 2.497], [1.027, -3.523, 3.043], [1.135, -2.137, 3.084], [2.263, -1.528, 2.568], [3.288, -2.295, 2.023], [3.170, -3.672, 1.993], [2.438, 0.241, 2.520], [2.559, 0.492, 1.058], [3.588, 0.618, 3.299], [1.056, 0.791, 2.991], [1.014, 1.997, 3.821], [0.675, 3.291, 3.058], [0.593, 4.329, 3.689], [0.481, 3.177, 1.774], [1.101, -6.160, 3.080], [2.833, -6.291, 2.759], [1.700, -6.143, 1.422], [0.142, -4.000, 3.451], [0.351, -1.520, 3.503], [4.171, -1.807, 1.628], [3.974, -4.269, 1.576], [1.951, 2.163, 4.355], [0.236, 1.883, 4.579]], "s2": 8.75, "e_lumo_ev": [-0.87, -0.94], "de_lowest_kcal_mol": 49.2, "multiplicity": 6, "e_tot_ev": -86806.752}

{"formula": "C3H2O3P", "method": "wB97M-V/def2-TZVPD", "species": ["O", "C", "C", "P", "C", "O", "O", "H", "H"], "positions_angstrom": [[-2.473, 2.445, -0.096], [-1.571, 1.714, -0.445], [-0.603, 0.957, -0.944], [-0.297, -0.752, -0.276], [-2.208, -0.795, 0.112], [-2.802, -1.120, -0.899], [-2.585, -0.463, 1.229], [0.127, 1.353, -1.539], [0.306, -0.129, 0.933]], "e_lumo_ev": 3.96, "de_lowest_kcal_mol": 17.5, "e_tot_ev": -18574.661, "charge": -1, "smiles": "O=C=CPC(=O)[O-]"}

What did the sixth record say?
{"formula": "C3H2O3P", "method": "wB97M-V/def2-TZVPD", "species": ["O", "C", "C", "P", "C", "O", "O", "H", "H"], "positions_angstrom": [[-2.473, 2.445, -0.096], [-1.571, 1.714, -0.445], [-0.603, 0.957, -0.944], [-0.297, -0.752, -0.276], [-2.208, -0.795, 0.112], [-2.802, -1.120, -0.899], [-2.585, -0.463, 1.229], [0.127, 1.353, -1.539], [0.306, -0.129, 0.933]], "e_lumo_ev": 3.96, "de_lowest_kcal_mol": 17.5, "e_tot_ev": -18574.661, "charge": -1, "smiles": "O=C=CPC(=O)[O-]"}